{
  "formula": "C23H53N2O13S5",
  "method": "ωB97M-V/def2-TZVPD",
  "species": ["C", "C", "C", "C", "C", "S", "C", "C", "N", "C", "C", "C", "C", "N", "O", "H", "H", "H", "H", "H", "H", "H", "H", "H", "H", "H", "H", "H", "H", "H", "H", "H", "H", "H", "H", "H", "O", "S", "O", "O", "C", "C", "C", "H", "H", "H", "H", "H", "H", "H", "H", "O", "S", "O", "O", "C", "C", "C", "H", "H", "H", "H", "H", "H", "H", "H", "O", "S", "O", "O", "C", "C", "C", "H", "H", "H", "H", "H", "H", "H", "H", "O", "S", "O", "O", "C", "C", "C", "H", "H", "H", "H", "H", "H", "H", "H"],
  "positions_angstrom": [[-2.711, 1.567, -0.799], [-1.198, 1.733, -0.977], [-0.466, 1.159, 0.242], [-0.636, 1.011, -2.206], [-0.846, 1.655, -3.602], [0.755, 1.538, -4.524], [-1.787, 0.813, -4.501], [-3.097, 0.456, -3.854], [-4.200, 1.053, -4.008], [-1.345, 3.112, -3.567], [-1.151, 3.976, -2.298], [-2.424, 4.801, -2.070], [0.027, 4.943, -2.476], [-0.849, 3.168, -1.083], [-0.895, 3.828, 0.009], [-2.978, 0.517, -0.934], [-3.000, 1.863, 0.209], [-3.295, 2.146, -1.511], [0.398, 1.777, 0.480], [-1.110, 1.128, 1.121], [-0.104, 0.152, 0.027], [0.437, 0.930, -2.037], [-1.020, -0.012, -2.199], [1.311, 2.647, -4.023], [-1.263, -0.105, -4.789], [-1.997, 1.372, -5.417], [-3.102, -0.413, -3.192], [-4.103, 1.828, -4.669], [-2.409, 3.112, -3.818], [-0.853, 3.638, -4.387], [-2.546, 5.482, -2.916], [-2.331, 5.392, -1.159], [-3.316, 4.179, -2.019], [0.836, 4.467, -3.032], [0.426, 5.221, -1.503], [-0.280, 5.848, -3.002], [2.212, 7.194, -1.547], [2.512, 8.557, -1.864], [2.789, 8.908, -3.223], [3.692, 9.053, -0.928], [4.865, 8.202, -0.835], [5.769, 8.331, -2.040], [1.257, 9.614, -1.233], [4.535, 7.174, -0.679], [5.360, 8.543, 0.072], [5.299, 7.932, -2.937], [6.691, 7.778, -1.855], [6.018, 9.376, -2.222], [1.074, 9.356, -0.194], [0.371, 9.435, -1.838], [1.587, 10.644, -1.336], [2.499, 0.140, -0.827], [2.470, -1.157, -1.437], [1.244, -1.898, -1.401], [3.650, -2.031, -0.846], [3.795, -2.064, 0.602], [2.782, -2.963, 1.271], [3.026, -1.051, -3.098], [3.742, -1.041, 0.974], [4.809, -2.428, 0.751], [1.773, -2.563, 1.173], [3.018, -3.059, 2.330], [2.796, -3.957, 0.826], [3.956, -0.491, -3.128], [2.224, -0.514, -3.599], [3.148, -2.054, -3.499], [2.365, -4.775, 3.985], [1.328, -5.197, 4.882], [1.696, -5.679, 6.178], [0.415, -6.255, 4.148], [1.042, -7.389, 3.504], [1.443, -8.462, 4.492], [0.108, -3.944, 5.040], [1.892, -7.033, 2.920], [0.278, -7.743, 2.815], [2.248, -8.127, 5.144], [1.780, -9.344, 3.946], [0.594, -8.739, 5.119], [-0.174, -3.609, 4.045], [0.562, -3.136, 5.609], [-0.745, -4.363, 5.568], [-2.678, -6.119, 4.681], [-3.313, -6.982, 3.730], [-2.701, -7.176, 2.451], [-4.816, -6.515, 3.547], [-5.047, -5.107, 3.271], [-4.759, -4.744, 1.832], [-3.644, -8.546, 4.459], [-4.453, -4.517, 3.970], [-6.098, -4.966, 3.515], [-3.697, -4.823, 1.604], [-5.077, -3.716, 1.653], [-5.303, -5.401, 1.155], [-4.129, -8.389, 5.419], [-2.681, -9.035, 4.589], [-4.274, -9.117, 3.783]],
  "orbital_gap_ev": [8.3, 9.7],
  "spin_multiplicity": 2,
  "lumo_energy_ev": [0.5, 0.5],
  "s2": 0.754,
  "e_homo_ev": [-7.781, -9.198]
}


{
  "formula": "C23H53N2O9",
  "method": "ωB97M-V/def2-TZVPD",
  "species": ["C", "C", "C", "C", "N", "C", "C", "N", "O", "C", "H", "H", "H", "H", "H", "H", "H", "H", "H", "H", "H", "H", "H", "C", "O", "C", "C", "O", "C", "H", "H", "H", "H", "H", "H", "H", "H", "H", "H", "C", "O", "C", "C", "O", "C", "H", "H", "H", "H", "H", "H", "H", "H", "H", "H", "C", "O", "C", "C", "O", "C", "H", "H", "H", "H", "H", "H", "H", "H", "H", "H", "C", "O", "C", "C", "O", "C", "H", "H", "H", "H", "H", "H", "H", "H", "H", "H"],
  "positions_angstrom": [[-0.674, -1.992, 2.749], [0.280, -1.197, 1.801], [-0.448, -0.610, 0.574], [-0.182, -1.326, -0.761], [1.256, -1.581, -0.933], [2.232, -0.614, -1.027], [3.372, -1.322, -1.138], [3.072, -2.642, -1.099], [3.924, -3.704, -1.158], [1.755, -2.792, -0.975], [-0.336, -1.887, 3.776], [-1.677, -1.603, 2.589], [-0.596, -3.036, 2.442], [0.700, -0.358, 2.356], [1.116, -1.862, 1.565], [-0.095, 0.417, 0.450], [-1.518, -0.542, 0.761], [-0.460, -0.628, -1.553], [-0.794, -2.209, -0.925], [2.076, 0.449, -1.009], [4.380, -0.952, -1.217], [3.965, -4.096, -0.272], [1.161, -3.685, -0.903], [-1.363, -2.030, -4.453], [-2.580, -1.345, -4.250], [-2.499, 0.038, -4.584], [-3.125, 0.325, -5.931], [-2.376, -0.261, -6.984], [-2.965, -1.448, -7.493], [-1.553, -3.099, -4.359], [-0.948, -1.836, -5.445], [-0.631, -1.730, -3.690], [-1.459, 0.380, -4.565], [-3.052, 0.585, -3.814], [-3.119, 1.407, -6.095], [-4.164, -0.015, -5.953], [-3.859, -1.208, -8.077], [-3.229, -2.144, -6.693], [-2.238, -1.926, -8.147], [4.457, -1.745, 7.791], [4.661, -0.650, 6.912], [4.454, -0.981, 5.551], [3.111, -0.482, 5.059], [2.035, -1.171, 5.672], [1.411, -0.410, 6.696], [4.451, -1.359, 8.809], [3.504, -2.243, 7.598], [5.273, -2.467, 7.693], [4.545, -2.060, 5.394], [5.244, -0.486, 4.977], [3.039, -0.677, 3.981], [3.023, 0.598, 5.214], [0.828, 0.409, 6.260], [2.142, -0.004, 7.398], [0.736, -1.070, 7.238], [-4.139, -0.437, 4.059], [-3.398, 0.573, 3.390], [-4.187, 1.291, 2.449], [-4.604, 2.643, 2.988], [-5.510, 2.511, 4.069], [-4.903, 2.721, 5.334], [-3.537, -0.813, 4.885], [-5.078, -0.048, 4.459], [-4.350, -1.264, 3.372], [-5.064, 0.708, 2.154], [-3.566, 1.444, 1.559], [-5.125, 3.190, 2.195], [-3.727, 3.227, 3.281], [-4.674, 3.782, 5.475], [-3.989, 2.132, 5.445], [-5.613, 2.412, 6.099], [3.365, 1.598, -3.748], [2.132, 2.255, -3.521], [2.162, 3.635, -3.886], [1.479, 3.870, -5.215], [2.204, 3.278, -6.282], [1.629, 2.065, -6.740], [3.197, 0.527, -3.629], [3.752, 1.780, -4.753], [4.107, 1.926, -3.010], [3.190, 4.005, -3.910], [1.621, 4.184, -3.109], [1.447, 4.947, -5.405], [0.450, 3.500, -5.191], [0.707, 2.265, -7.294], [1.417, 1.381, -5.913], [2.344, 1.591, -7.411]],
  "orbital_gap_ev": 8.0,
  "spin_multiplicity": 1,
  "total_charge": 1,
  "lumo_energy_ev": -3.1,
  "e_homo_ev": -11.054
}


{
  "formula": "C23H54CuN9O11",
  "method": "ωB97M-V/def2-TZVPD",
  "species": ["Cu", "N", "O", "O", "O", "C", "C", "O", "N", "C", "H", "H", "H", "H", "H", "H", "H", "C", "C", "O", "N", "C", "H", "H", "H", "H", "H", "H", "H", "C", "C", "O", "N", "C", "H", "H", "H", "H", "H", "H", "H", "C", "C", "O", "N", "C", "H", "H", "H", "H", "H", "H", "H", "C", "C", "O", "N", "C", "H", "H", "H", "H", "H", "H", "H", "C", "C", "O", "N", "C", "H", "H", "H", "H", "H", "H", "H", "C", "C", "O", "N", "C", "H", "H", "H", "H", "H", "H", "H", "O", "C", "N", "C", "H", "H", "H", "H", "H"],
  "positions_angstrom": [[12.053, 16.625, -22.725], [11.912, 19.973, -23.080], [10.913, 20.625, -22.734], [13.019, 20.545, -23.233], [11.889, 18.721, -23.129], [14.894, 22.394, -25.467], [15.604, 23.100, -24.305], [16.435, 23.984, -24.448], [15.220, 22.674, -23.089], [15.917, 23.060, -21.868], [15.052, 23.057, -26.316], [13.879, 22.074, -25.250], [15.410, 21.461, -25.714], [14.427, 22.070, -22.974], [15.464, 22.548, -21.020], [15.785, 24.128, -21.692], [16.981, 22.836, -21.894], [8.369, 18.160, -23.748], [8.861, 16.937, -22.993], [10.027, 16.514, -23.186], [8.004, 16.335, -22.182], [8.178, 14.937, -21.753], [7.787, 18.863, -23.159], [7.622, 17.622, -24.356], [9.039, 18.645, -24.445], [7.048, 16.614, -22.360], [9.199, 14.586, -21.806], [7.544, 14.254, -22.319], [7.755, 14.881, -20.750], [12.259, 17.037, -26.773], [13.313, 16.666, -25.751], [13.025, 16.477, -24.555], [14.568, 16.661, -26.169], [15.763, 16.150, -25.475], [12.366, 16.635, -27.781], [12.248, 18.125, -26.855], [11.264, 16.694, -26.491], [14.710, 16.818, -27.156], [16.413, 17.010, -25.318], [16.236, 15.347, -26.030], [15.468, 15.801, -24.487], [15.595, 19.192, -23.625], [16.991, 19.176, -24.178], [17.490, 18.091, -24.472], [17.489, 20.393, -24.450], [18.820, 20.627, -24.990], [14.928, 19.241, -24.490], [15.332, 20.121, -23.107], [15.390, 18.414, -22.896], [16.920, 21.208, -24.302], [18.697, 21.408, -25.743], [19.305, 19.727, -25.349], [19.462, 21.071, -24.224], [8.385, 22.645, -17.384], [9.731, 22.442, -18.079], [10.572, 21.669, -17.627], [9.960, 23.193, -19.178], [11.213, 23.055, -19.921], [7.784, 21.760, -17.551], [8.070, 23.618, -17.780], [8.522, 22.944, -16.346], [9.175, 23.540, -19.702], [12.041, 23.045, -19.216], [11.344, 23.901, -20.590], [11.188, 22.108, -20.464], [8.300, 22.125, -22.017], [7.780, 21.060, -21.065], [6.680, 21.218, -20.550], [8.476, 19.913, -20.979], [8.079, 18.889, -20.028], [9.118, 22.721, -21.614], [7.573, 22.920, -22.167], [8.510, 21.552, -22.919], [9.416, 19.940, -21.344], [8.461, 19.127, -19.030], [8.727, 18.022, -20.200], [7.031, 18.626, -20.074], [15.396, 15.407, -20.756], [14.913, 16.765, -21.186], [13.977, 16.904, -21.986], [15.390, 17.787, -20.464], [14.892, 19.129, -20.593], [14.582, 15.125, -20.075], [16.305, 15.391, -20.158], [15.447, 14.595, -21.476], [16.173, 17.576, -19.870], [14.147, 19.319, -21.361], [15.715, 19.815, -20.819], [14.493, 19.500, -19.644], [10.611, 24.978, -25.186], [10.847, 23.869, -24.754], [11.623, 23.588, -23.703], [10.260, 22.672, -25.481], [11.975, 24.353, -23.152], [11.751, 22.621, -23.446], [9.189, 22.538, -25.282], [10.581, 21.659, -25.219], [10.295, 22.857, -26.553]],
  "orbital_gap_ev": [7.1, 4.1],
  "spin_multiplicity": 2,
  "total_charge": 1,
  "lumo_energy_ev": [-4.0, -7.0],
  "s2": 0.752,
  "e_homo_ev": [-11.177, -11.177]
}


no.,total energy (eV),strongest force on any atom (eV Å⁻¹)
1,-108480.907,0.68
2,-46105.121,2.01
3,-105292.027,2.52